# 1
C2H3N2O | wB97M-V/def2-TZVPD

The geometry in XYZ format:
```
8
Properties=species:S:1:pos:R:3:forces:R:3
N -2.4139 -0.7021 0.0769 -1.09 -0.04 0.03
C -1.3051 -0.5109 -0.0890 2.50 0.21 -0.18
C 0.2174 -0.4624 -0.1270 -3.95 -2.78 -0.52
N 0.6737 0.7955 0.1960 2.86 5.45 1.71
O 0.1887 1.8001 -0.2416 0.69 -1.97 0.92
H 0.4951 -1.3038 0.5047 0.91 0.39 0.17
H 0.5273 -0.5858 -1.1546 0.36 -0.51 -0.62
H 1.6167 0.9696 0.8345 -2.28 -0.76 -1.49
```
Forces are in eV/Å.

Computed properties:
E_tot in eV: -7137.65146
Net charge: +1
Kohn-Sham gap in eV: 8.41
LUMO energy in Eh: -0.3329
HOMO energy in eV: -17.473
Structure (SMILES): N#CC[NH+]=O

***

# 2
C42H60N7O10PbSSbSi3 | wB97M-V/def2-TZVPD

The geometry in XYZ format:
```
125
Properties=species:S:1:pos:R:3:forces:R:3
Pb -0.1106 -0.0538 0.6346 0.26 0.10 -0.03
O -2.6735 -4.4551 0.5759 0.01 0.06 -0.01
C -2.0762 -3.2701 0.3273 -0.02 -0.02 0.06
O -1.2348 -2.8162 1.0558 -0.12 0.08 0.06
C -2.5581 -2.6011 -0.9124 -0.04 -0.01 0.03
C -3.6162 -3.0899 -1.6521 -0.02 0.00 0.02
C -4.0073 -2.3677 -2.7724 -0.01 0.02 0.03
C -3.3269 -1.2143 -3.0929 0.01 -0.04 0.01
C -2.2678 -0.8101 -2.2791 -0.04 0.06 -0.10
N -1.8932 -1.4875 -1.2154 -0.07 0.05 0.12
C -1.5026 0.4870 -2.5750 0.21 -0.11 -0.02
O -1.4850 0.5877 -3.9945 -0.04 -0.03 0.00
O -0.3043 0.5607 -2.0120 -0.20 0.07 0.05
H -2.2804 -4.7725 1.4023 0.00 0.00 0.01
H -4.1222 -3.9933 -1.3462 0.00 -0.01 -0.01
H -4.8439 -2.6975 -3.3746 0.01 -0.01 0.00
H -3.5939 -0.6177 -3.9529 0.00 0.01 0.00
H -1.0136 1.4067 -4.1959 0.00 0.00 0.02
C 5.2995 -1.4748 -0.3329 0.01 0.04 -0.07
Sb 3.2225 -1.5498 -0.9698 0.01 -0.04 0.06
C 2.2552 -1.3432 0.9454 0.01 -0.06 -0.22
C 2.8625 -0.4348 1.9228 -0.12 0.09 0.03
C 2.2757 -0.2621 3.2006 -0.03 0.04 -0.06
C 2.8336 0.6026 4.1139 0.01 0.03 0.02
C 3.9824 1.3088 3.7724 0.00 -0.02 0.01
C 4.4798 1.1148 2.4963 -0.01 0.02 -0.02
N 3.9534 0.2897 1.5988 0.03 -0.02 -0.04
Si 2.0100 -3.0864 1.5311 0.04 -0.02 0.01
C 1.2637 -4.1835 0.1805 0.00 0.03 -0.09
C 3.6735 -3.8942 1.9690 -0.01 -0.01 -0.04
C 0.9911 -3.3012 3.1053 0.01 0.07 0.00
C 3.0061 0.3420 -2.2105 -0.03 0.00 0.21
C 2.9341 1.5779 -1.3524 0.01 0.05 -0.05
C 3.7150 2.7109 -1.6277 0.02 -0.01 0.01
C 3.6759 3.8183 -0.8061 0.01 0.01 0.00
C 2.8606 3.7922 0.3104 0.00 0.04 0.01
C 2.0835 2.6660 0.5023 -0.06 -0.10 -0.04
N 2.0816 1.6119 -0.3159 -0.05 -0.10 0.11
Si 4.5652 0.3235 -3.2998 0.02 -0.03 -0.08
C 4.9236 -1.3925 -3.9969 -0.07 -0.01 0.02
C 6.1476 0.8698 -2.3964 -0.01 -0.05 0.07
C 4.5856 1.4498 -4.8262 -0.06 0.02 0.01
Si 1.3650 0.2148 -3.3132 0.28 -0.08 -0.22
C 0.7820 -1.6013 -3.0970 -0.17 0.07 0.05
C 1.1460 2.1122 -3.6577 -0.15 0.00 0.13
C 1.6808 -0.1321 -5.2133 0.13 0.02 0.02
H 5.3176 -2.0065 0.6182 0.00 0.00 -0.01
H 5.6606 -0.4701 -0.1614 0.03 0.05 0.02
H 5.9268 -2.0015 -1.0554 0.00 0.01 0.00
H 1.3446 -0.7621 3.4305 0.00 -0.01 0.03
H 2.3557 0.7547 5.0746 -0.01 0.00 -0.01
H 4.4502 2.0079 4.4529 0.00 0.01 -0.01
H 5.3532 1.6720 2.1621 0.00 0.00 0.00
H 2.0466 -4.5847 -0.4654 0.00 -0.03 0.00
H 0.5698 -3.6339 -0.4593 0.08 -0.03 0.01
H 0.7220 -5.0221 0.6292 0.00 -0.01 0.01
H 4.3016 -4.0097 1.0815 0.00 -0.02 0.01
H 3.5380 -4.8832 2.4192 -0.02 0.00 0.00
H 4.2165 -3.2681 2.6835 0.00 -0.01 0.00
H 0.1732 -2.5867 3.1687 -0.01 -0.04 -0.03
H 1.6221 -3.1845 3.9902 0.00 0.02 0.01
H 0.5581 -4.3066 3.1277 0.03 -0.02 0.01
H 4.3654 2.7238 -2.4890 -0.04 0.04 0.00
H 4.2852 4.6859 -1.0344 0.00 0.00 0.00
H 2.8059 4.6157 1.0089 0.00 -0.01 0.01
H 1.4410 2.5972 1.3691 -0.15 0.02 0.06
H 5.0447 -2.1484 -3.2210 0.03 0.00 0.01
H 5.8550 -1.3414 -4.5694 0.00 0.02 -0.01
H 4.1332 -1.7340 -4.6663 0.02 -0.01 0.01
H 6.8014 0.0188 -2.2034 0.02 -0.02 -0.01
H 5.9478 1.3555 -1.4416 0.02 -0.04 0.01
H 6.6923 1.5801 -3.0255 -0.01 0.01 0.00
H 3.7975 1.2281 -5.5398 0.05 0.00 -0.01
H 5.5474 1.2808 -5.3221 0.02 0.00 0.01
H 4.5278 2.5124 -4.5814 0.00 0.00 0.00
H 0.5300 -1.8945 -2.0759 0.03 0.01 -0.04
H 1.5537 -2.2811 -3.4666 0.01 0.00 -0.04
H -0.1139 -1.7435 -3.7099 -0.01 -0.01 -0.01
H 0.7771 2.6963 -2.8137 0.03 0.00 0.01
H 0.5058 2.3160 -4.5268 0.02 -0.03 -0.01
H 2.1291 2.5006 -3.9398 0.04 -0.02 -0.03
H 2.3835 -0.9444 -5.4128 -0.04 0.00 -0.04
H 1.9755 0.7359 -5.8044 -0.05 -0.01 0.00
H 0.7088 -0.4628 -5.5973 -0.03 0.00 0.04
O 0.0600 2.3099 3.2268 0.01 -0.04 -0.09
H -0.4071 1.4390 3.1713 0.02 0.12 -0.03
H -0.4244 2.8401 2.5800 0.01 -0.01 0.00
C -3.6974 -0.1600 3.2074 0.01 -0.01 0.04
C -2.2239 -0.2753 3.7542 -0.08 0.04 -0.12
C -2.0342 -1.6816 4.3390 0.00 0.01 -0.02
C -2.0967 0.7399 4.8970 -0.01 -0.02 0.02
O -1.2859 -0.0293 2.7587 0.12 -0.10 0.06
H -4.1480 0.7668 3.5573 0.03 0.02 -0.04
H -4.2909 -0.9899 3.6102 -0.04 0.05 0.04
H -2.8593 -0.5284 1.3438 -0.03 0.01 -0.01
H -2.7714 -1.8913 5.1211 0.00 0.00 -0.01
H -1.0353 -1.7672 4.7709 -0.01 0.00 0.00
H -2.1320 -2.4311 3.5511 0.01 -0.03 -0.03
H -2.8319 0.5298 5.6816 -0.01 0.01 0.01
H -2.2623 1.7500 4.5228 0.01 0.00 0.00
H -1.0957 0.6920 5.3322 0.00 -0.01 0.00
O -1.0457 2.5427 0.4579 0.71 -0.23 -0.07
H -2.0221 2.6432 0.6424 -0.31 0.11 -0.07
H -0.9792 2.5726 -0.5054 -0.02 0.05 0.04
N -2.3753 1.6104 -2.0934 0.01 0.08 0.18
C -3.5423 1.8341 -2.2102 -0.04 0.01 0.25
N -4.6708 2.2488 -2.4681 0.03 0.11 -0.30
C -5.8695 2.0857 -1.9471 -0.12 -0.08 0.15
N -6.9806 2.0170 -1.6418 0.02 0.04 -0.04
O -4.6293 0.0540 -0.2874 0.15 -0.11 0.04
C -4.6621 0.2643 0.9257 0.05 0.00 -0.17
N -3.7241 -0.2098 1.7611 0.05 -0.11 0.05
S -4.0293 3.1307 2.1848 -0.21 0.12 0.19
O -3.5412 2.9205 0.7693 -0.26 0.01 -0.12
O -4.4279 4.5375 2.4590 0.02 -0.03 -0.02
C -5.6744 2.3055 2.0527 0.04 0.03 -0.02
C -6.7972 2.9915 2.4886 0.02 0.01 0.02
C -8.0564 2.4148 2.3975 0.00 -0.02 -0.01
C -8.1981 1.1429 1.8599 0.03 0.01 0.01
C -7.0788 0.4589 1.4109 0.00 0.00 0.05
C -5.8149 1.0279 1.5175 -0.06 -0.05 -0.06
H -6.6505 3.9947 2.8707 -0.01 0.00 0.00
H -8.9304 2.9642 2.7293 0.00 0.00 0.00
H -9.1796 0.6941 1.7641 0.00 0.00 0.00
H -7.1793 -0.5165 0.9494 0.00 0.01 -0.02
```
Forces are in eV/Å.

Computed properties:
E_tot in eV: -121691.55359
Net charge: -2
Kohn-Sham gap in eV: 6.18
LUMO energy in Eh: 0.1390
HOMO energy in eV: -2.395

***

Number 1: molar mass 71.06 g/mol. Number 2: molar mass 1268.27 g/mol.